1.
{"formula": "C40H54N6O12", "method": "wB97M-V/def2-TZVPD", "homo_energy_ev": -8.1, "homo_lumo_gap_ha": 0.314, "lumo_ev": 0.48, "de_lowest_kj_mol": 7.5, "species": ["C", "C", "C", "O", "C", "O", "O", "H", "H", "H", "H", "H", "H", "C", "C", "C", "O", "C", "O", "O", "H", "H", "H", "H", "H", "H", "C", "C", "C", "O", "C", "O", "O", "H", "H", "H", "H", "H", "H", "C", "C", "C", "O", "C", "O", "O", "H", "H", "H", "H", "H", "H", "C", "C", "C", "N", "C", "H", "H", "H", "H", "H", "C", "C", "C", "N", "C", "H", "H", "H", "H", "H", "C", "C", "C", "N", "C", "H", "H", "H", "H", "H", "C", "C", "C", "N", "C", "H", "H", "H", "H", "H", "C", "C", "C", "N", "C", "H", "H", "H", "H", "H", "C", "C", "C", "N", "C", "H", "H", "H", "H", "H"], "coordinates": [[0.519, 4.161, 1.073], [0.707, 4.499, -0.397], [0.767, 3.254, -1.241], [0.053, 3.634, -2.465], [-0.643, 4.765, -2.219], [-1.391, 5.321, -2.987], [-0.410, 5.220, -0.985], [1.439, 3.656, 1.482], [-0.313, 3.514, 1.281], [0.386, 5.068, 1.676], [1.518, 5.206, -0.639], [0.241, 2.360, -0.903], [1.781, 2.889, -1.371], [-1.639, -2.926, -5.443], [-2.362, -4.102, -4.832], [-1.574, -4.970, -3.874], [-2.146, -4.595, -2.629], [-3.271, -3.893, -2.762], [-3.941, -3.434, -1.882], [-3.588, -3.740, -4.104], [-2.312, -2.229, -5.933], [-0.921, -3.171, -6.243], [-1.040, -2.305, -4.731], [-2.683, -4.731, -5.686], [-0.499, -4.696, -3.902], [-1.681, -6.042, -3.969], [-0.861, 0.193, 1.183], [-0.195, -0.825, 0.327], [-1.040, -1.940, -0.158], [-0.590, -2.215, -1.531], [0.160, -1.186, -1.905], [0.731, -1.139, -2.971], [0.333, -0.251, -0.955], [-1.356, 0.889, 0.545], [-0.238, 0.822, 1.794], [-1.675, -0.191, 1.769], [0.693, -1.106, 0.907], [-2.016, -1.573, -0.130], [-1.013, -2.836, 0.510], [2.500, 1.588, -3.839], [3.219, 0.612, -2.940], [4.684, 0.428, -3.342], [5.344, 1.509, -2.621], [4.636, 1.863, -1.631], [4.975, 2.554, -0.738], [3.419, 1.247, -1.555], [2.668, 1.338, -4.882], [2.749, 2.617, -3.733], [1.410, 1.561, -3.672], [2.680, -0.286, -2.738], [4.845, 0.556, -4.425], [5.057, -0.523, -2.902], [0.624, -1.833, 5.870], [0.142, -1.901, 4.524], [0.962, -2.749, 3.785], [1.932, -3.156, 4.664], [1.693, -2.613, 5.959], [0.231, -1.169, 6.645], [-0.767, -1.485, 4.162], [0.967, -3.053, 2.727], [2.721, -3.784, 4.469], [2.378, -2.788, 6.781], [4.423, 1.226, 4.052], [5.735, 1.474, 3.549], [5.579, 2.106, 2.321], [4.252, 2.294, 2.164], [3.537, 1.810, 3.168], [4.255, 0.709, 5.018], [6.695, 1.221, 4.010], [6.264, 2.387, 1.563], [3.936, 2.675, 1.313], [2.486, 1.998, 3.148], [-3.992, -1.281, 2.813], [-3.289, -2.114, 3.720], [-3.190, -3.379, 3.157], [-3.653, -3.306, 1.876], [-4.161, -2.034, 1.690], [-4.282, -0.249, 2.856], [-3.081, -1.744, 4.703], [-2.671, -4.304, 3.339], [-3.613, -4.040, 1.148], [-4.609, -1.857, 0.710], [4.469, -3.179, 0.985], [3.356, -2.614, 0.188], [3.197, -1.302, 0.606], [4.065, -1.101, 1.670], [4.834, -2.232, 1.867], [4.826, -4.178, 0.793], [2.803, -3.194, -0.552], [2.561, -0.478, 0.288], [4.192, -0.198, 2.109], [5.454, -2.280, 2.730], [-2.846, 0.064, -2.837], [-1.936, 1.105, -2.701], [-2.326, 1.883, -1.584], [-3.429, 1.213, -1.006], [-3.719, 0.103, -1.752], [-2.786, -0.756, -3.555], [-1.015, 1.175, -3.291], [-2.114, 2.885, -1.203], [-4.015, 1.598, -0.346], [-4.386, -0.676, -1.445], [-5.887, 2.974, 1.163], [-4.700, 3.520, 1.780], [-4.125, 4.353, 0.843], [-4.762, 4.107, -0.375], [-5.848, 3.302, -0.181], [-6.639, 2.317, 1.617], [-4.506, 3.470, 2.827], [-3.291, 5.050, 0.940], [-4.519, 4.577, -1.207], [-6.528, 3.009, -0.960]]}

---

2.
{"formula": "C40H55Cl2F9O5Si2", "method": "wB97M-V/def2-TZVPD", "homo_energy_ev": -9.7, "homo_lumo_gap_ha": 0.296, "lumo_ev": -1.65, "species": ["C", "C", "C", "Si", "C", "C", "C", "F", "F", "C", "F", "F", "C", "F", "F", "C", "F", "F", "F", "O", "Si", "C", "C", "C", "C", "C", "C", "C", "C", "C", "C", "C", "C", "C", "C", "C", "C", "C", "Cl", "C", "C", "Cl", "H", "H", "H", "H", "H", "H", "H", "H", "H", "H", "H", "H", "H", "H", "H", "H", "H", "H", "H", "H", "H", "H", "H", "H", "H", "H", "H", "H", "H", "H", "H", "H", "H", "H", "H", "H", "H", "H", "H", "H", "H", "H", "H", "H", "H", "H", "H", "C", "C", "C", "O", "C", "C", "C", "O", "H", "H", "H", "H", "C", "C", "C", "O", "C", "C", "C", "O", "H", "H", "H", "H"], "coordinates": [[2.379, -1.508, -3.209], [2.254, -0.316, -3.027], [1.892, 1.137, -2.545], [2.113, 1.329, -0.626], [2.468, -0.348, 0.200], [4.078, -0.513, 0.262], [4.565, -1.313, 1.525], [4.763, -0.365, 2.552], [3.625, -2.276, 1.886], [5.933, -2.068, 1.171], [5.678, -3.334, 0.632], [6.651, -1.393, 0.169], [6.934, -2.213, 2.393], [8.014, -2.982, 1.914], [7.494, -1.007, 2.787], [6.369, -2.994, 3.651], [7.485, -3.445, 4.365], [5.654, -2.214, 4.525], [5.636, -4.112, 3.347], [0.909, 2.283, 0.095], [-0.652, 1.601, 0.247], [-1.409, 0.792, -1.282], [-0.900, -0.637, -1.735], [-2.028, -1.781, -1.716], [-3.333, -1.378, -2.547], [-4.587, -1.294, -1.541], [-5.306, -2.706, -1.596], [-6.410, -2.918, -0.474], [-5.775, -3.354, 0.938], [-5.353, -4.878, 0.945], [-4.732, -5.402, 2.315], [-5.041, -4.508, 3.590], [-1.780, 3.154, 0.530], [-1.663, 3.748, 2.001], [-3.020, 3.386, 2.777], [-2.822, 2.897, 4.271], [-4.052, 4.596, 2.620], [-0.764, 0.633, 1.894], [0.601, 1.068, 3.076], [-0.862, -0.954, 1.792], [-0.163, -1.686, 3.039], [-2.659, -1.361, 1.984], [2.332, -2.623, -3.188], [0.860, 1.417, -2.895], [2.624, 1.811, -3.088], [3.371, 2.105, -0.505], [2.117, -0.446, 1.265], [2.104, -1.251, -0.361], [4.625, 0.461, 0.145], [4.340, -1.129, -0.659], [-2.538, 0.773, -1.126], [-1.259, 1.512, -2.153], [-0.623, -0.554, -2.836], [0.026, -1.025, -1.227], [-1.554, -2.645, -2.290], [-2.236, -2.179, -0.685], [-3.503, -2.163, -3.348], [-3.138, -0.362, -3.017], [-4.254, -1.085, -0.484], [-5.261, -0.432, -1.843], [-5.866, -2.738, -2.587], [-4.524, -3.515, -1.551], [-7.074, -2.024, -0.322], [-7.033, -3.809, -0.799], [-4.845, -2.726, 1.056], [-6.467, -3.061, 1.781], [-6.263, -5.479, 0.665], [-4.558, -5.028, 0.150], [-3.620, -5.593, 2.259], [-5.210, -6.415, 2.516], [-4.980, -5.202, 4.492], [-6.069, -4.059, 3.618], [-4.209, -3.756, 3.744], [-1.358, 3.940, -0.183], [-2.839, 2.968, 0.183], [-1.657, 4.894, 1.885], [-0.716, 3.493, 2.550], [-3.494, 2.515, 2.215], [-3.766, 3.109, 4.872], [-1.971, 3.383, 4.820], [-2.739, 1.762, 4.269], [-3.712, 5.513, 3.196], [-4.115, 4.940, 1.536], [-5.114, 4.314, 2.898], [-1.702, 0.971, 2.437], [-0.401, -1.419, 0.883], [-0.508, -2.770, 2.956], [-0.545, -1.320, 4.028], [0.957, -1.718, 2.950], [-0.132, 8.874, -1.670], [-0.696, 8.527, -0.515], [-1.679, 7.423, -0.442], [-2.196, 7.106, 0.611], [-2.010, 6.719, -1.702], [-1.446, 7.066, -2.857], [-0.463, 8.170, -2.930], [0.053, 8.486, -3.983], [0.588, 9.679, -1.743], [-0.465, 9.030, 0.416], [-2.731, 5.914, -1.629], [-1.677, 6.563, -3.788], [6.036, -2.071, -4.959], [7.135, -2.259, -5.687], [8.438, -2.559, -5.050], [9.440, -2.729, -5.713], [8.470, -2.643, -3.572], [7.371, -2.454, -2.843], [6.069, -2.154, -3.481], [5.062, -1.984, -2.820], [5.076, -1.850, -5.408], [7.129, -2.202, -6.769], [9.430, -2.864, -3.123], [7.377, -2.511, -1.763]]}

---

3.
{"formula": "C40H56BN8NiS3", "method": "wB97M-V/def2-TZVPD", "total_charge": 1, "homo_energy_ev": [-9.6, -10.2], "multiplicity": 3, "homo_lumo_gap_ha": [0.257, 0.241], "lumo_ev": [-2.61, -3.67], "s_squared": 2.05, "de_lowest_kj_mol": 20.1, "species": ["Ni", "C", "C", "C", "C", "N", "N", "B", "N", "N", "C", "C", "C", "C", "C", "S", "C", "C", "C", "C", "N", "N", "C", "C", "C", "C", "C", "S", "C", "C", "C", "C", "C", "S", "C", "C", "C", "C", "H", "H", "H", "H", "H", "H", "H", "H", "H", "H", "H", "H", "H", "H", "H", "H", "H", "H", "H", "H", "H", "H", "H", "H", "H", "H", "H", "H", "H", "H", "H", "H", "H", "H", "H", "H", "H", "H", "H", "C", "C", "C", "C", "C", "C", "C", "H", "H", "H", "H", "H", "H", "H", "N", "C", "N", "C", "C", "C", "C", "C", "H", "H", "H", "H", "H", "H", "H", "H", "H", "H"], "coordinates": [[0.148, -1.550, 2.092], [-4.419, -2.051, -0.452], [-3.362, -0.993, -0.518], [-3.572, 0.226, -1.064], [-2.542, 1.204, -1.103], [-1.354, 0.947, -0.638], [-1.146, -0.271, -0.109], [0.299, -0.705, 0.213], [0.711, -1.790, -0.832], [0.197, -1.629, -2.070], [0.564, -2.458, -3.000], [1.526, -3.470, -2.723], [2.024, -3.643, -1.475], [3.010, -4.715, -1.126], [1.531, -2.770, -0.453], [1.881, -2.922, 1.201], [-0.070, -2.332, -4.384], [-1.079, -1.184, -4.441], [1.032, -2.089, -5.424], [-0.795, -3.651, -4.697], [1.366, 0.422, 0.200], [1.656, 0.830, -1.060], [2.623, 1.674, -1.230], [3.342, 2.194, -0.115], [3.078, 1.776, 1.141], [3.860, 2.254, 2.328], [2.040, 0.792, 1.302], [1.725, 0.072, 2.799], [3.007, 2.074, -2.649], [2.635, 3.549, -2.863], [4.528, 1.914, -2.817], [2.290, 1.196, -3.678], [-2.067, -1.237, 0.029], [-1.620, -2.663, 0.842], [-2.816, 2.576, -1.704], [-3.514, 2.395, -3.065], [-1.520, 3.353, -1.916], [-3.737, 3.352, -0.753], [-5.371, -1.674, -0.831], [-4.548, -2.399, 0.576], [-4.123, -2.923, -1.041], [-4.551, 0.470, -1.467], [1.858, -4.128, -3.523], [3.330, -5.257, -2.016], [2.565, -5.419, -0.417], [3.885, -4.287, -0.629], [-0.627, -0.236, -4.140], [-1.930, -1.372, -3.777], [-1.451, -1.089, -5.466], [1.568, -1.156, -5.221], [0.589, -2.019, -6.421], [1.761, -2.907, -5.444], [-1.585, -3.846, -3.966], [-0.110, -4.504, -4.696], [-1.252, -3.594, -5.690], [4.131, 2.920, -0.281], [4.614, 2.982, 2.027], [4.351, 1.409, 2.815], [3.203, 2.702, 3.078], [3.092, 4.191, -2.100], [1.556, 3.692, -2.827], [2.996, 3.883, -3.840], [5.087, 2.701, -2.303], [4.783, 1.975, -3.878], [4.874, 0.944, -2.442], [1.205, 1.241, -3.557], [2.591, 0.148, -3.573], [2.550, 1.533, -4.684], [-3.018, 1.625, -3.665], [-3.477, 3.332, -3.623], [-4.566, 2.121, -2.955], [-0.899, 2.857, -2.668], [-0.937, 3.426, -0.997], [-1.757, 4.363, -2.269], [-4.639, 2.779, -0.509], [-4.050, 4.291, -1.220], [-3.216, 3.592, 0.181], [0.013, -2.707, 4.045], [1.221, -3.303, 4.480], [2.073, -2.631, 5.386], [3.239, -3.220, 5.827], [3.597, -4.487, 5.368], [2.783, -5.160, 4.456], [1.616, -4.577, 4.010], [-0.352, -1.860, 4.606], [-0.726, -3.336, 3.572], [1.794, -1.642, 5.731], [3.878, -2.699, 6.529], [4.511, -4.948, 5.718], [3.071, -6.141, 4.096], [0.984, -5.087, 3.290], [-1.321, -0.207, 2.706], [-1.568, 0.677, 3.412], [-1.823, 1.694, 4.217], [-1.213, 3.014, 3.895], [-2.199, 3.867, 3.110], [-3.534, 3.981, 3.853], [-4.115, 2.595, 4.152], [-3.116, 1.758, 4.940], [-0.287, 2.837, 3.354], [-0.963, 3.491, 4.845], [-2.362, 3.395, 2.134], [-1.764, 4.852, 2.927], [-4.243, 4.572, 3.272], [-3.373, 4.514, 4.798], [-4.334, 2.080, 3.210], [-5.050, 2.670, 4.709], [-3.471, 0.747, 5.117], [-2.913, 2.218, 5.907]]}

---

4.
{"formula": "C40H56BN8NiS3", "method": "wB97M-V/def2-TZVPD", "total_charge": 1, "homo_energy_ev": [-9.3, -10.3], "multiplicity": 3, "homo_lumo_gap_ha": [0.240, 0.255], "lumo_ev": [-2.73, -3.34], "s_squared": 2.10, "de_lowest_kj_mol": 0.0, "species": ["Ni", "C", "C", "C", "C", "N", "N", "B", "N", "N", "C", "C", "C", "C", "C", "S", "C", "C", "C", "C", "N", "N", "C", "C", "C", "C", "C", "S", "C", "C", "C", "C", "C", "S", "C", "C", "C", "C", "H", "H", "H", "H", "H", "H", "H", "H", "H", "H", "H", "H", "H", "H", "H", "H", "H", "H", "H", "H", "H", "H", "H", "H", "H", "H", "H", "H", "H", "H", "H", "H", "H", "H", "H", "H", "H", "H", "H", "C", "C", "C", "C", "C", "C", "C", "H", "H", "H", "H", "H", "H", "H", "N", "C", "N", "C", "C", "C", "C", "C", "H", "H", "H", "H", "H", "H", "H", "H", "H", "H"], "coordinates": [[0.412, 0.011, -0.816], [-3.900, -1.511, 1.672], [-3.440, -0.138, 1.301], [-3.984, 1.000, 1.806], [-3.471, 2.275, 1.450], [-2.498, 2.389, 0.590], [-1.984, 1.269, 0.073], [-1.072, 1.338, -1.179], [-1.946, 0.870, -2.388], [-3.257, 1.139, -2.288], [-4.050, 0.748, -3.239], [-3.535, 0.063, -4.372], [-2.212, -0.220, -4.473], [-1.632, -0.975, -5.628], [-1.372, 0.199, -3.393], [0.287, -0.147, -3.274], [-5.537, 1.052, -3.093], [-6.367, -0.148, -3.571], [-5.881, 1.357, -1.634], [-5.857, 2.280, -3.960], [-0.538, 2.760, -1.468], [-1.471, 3.629, -1.897], [-1.116, 4.853, -2.141], [0.221, 5.284, -1.906], [1.171, 4.404, -1.506], [2.599, 4.787, -1.281], [0.760, 3.045, -1.327], [1.856, 1.794, -0.988], [-2.169, 5.817, -2.661], [-2.401, 6.910, -1.605], [-3.480, 5.081, -2.935], [-1.670, 6.461, -3.963], [-2.350, 0.025, 0.403], [-1.449, -1.264, -0.266], [-4.027, 3.539, 2.085], [-5.562, 3.506, 2.056], [-3.539, 3.599, 3.541], [-3.543, 4.780, 1.333], [-4.751, -1.471, 2.350], [-3.088, -2.062, 2.151], [-4.175, -2.079, 0.780], [-4.815, 0.932, 2.498], [-4.211, -0.257, -5.157], [-2.412, -1.510, -6.169], [-0.878, -1.681, -5.280], [-1.137, -0.289, -6.320], [-5.991, -1.085, -3.150], [-6.374, -0.236, -4.659], [-7.402, -0.026, -3.247], [-5.716, 0.479, -1.002], [-6.933, 1.642, -1.562], [-5.267, 2.172, -1.247], [-5.540, 2.125, -4.995], [-5.346, 3.165, -3.574], [-6.932, 2.471, -3.960], [0.482, 6.323, -2.061], [2.735, 5.860, -1.412], [3.247, 4.257, -1.982], [2.918, 4.502, -0.278], [-2.741, 6.475, -0.663], [-3.162, 7.608, -1.958], [-1.489, 7.479, -1.407], [-3.859, 4.601, -2.030], [-3.338, 4.302, -3.687], [-4.224, 5.792, -3.300], [-0.763, 7.050, -3.811], [-2.438, 7.134, -4.349], [-1.466, 5.702, -4.722], [-5.972, 2.769, 2.750], [-5.935, 3.284, 1.052], [-5.949, 4.482, 2.353], [-3.806, 2.692, 4.090], [-4.000, 4.448, 4.049], [-2.454, 3.720, 3.582], [-3.953, 4.796, 0.320], [-2.456, 4.801, 1.258], [-3.878, 5.675, 1.860], [0.704, 0.441, 1.895], [1.955, -0.164, 2.082], [2.042, -1.550, 2.374], [3.263, -2.169, 2.527], [4.444, -1.436, 2.388], [4.384, -0.068, 2.113], [3.167, 0.562, 1.967], [0.614, 1.517, 1.820], [-0.186, -0.124, 2.144], [1.123, -2.118, 2.471], [3.308, -3.225, 2.761], [5.402, -1.924, 2.514], [5.300, 0.504, 2.021], [3.121, 1.624, 1.760], [1.880, -1.428, -0.782], [2.965, -1.650, -1.114], [4.198, -1.883, -1.490], [4.932, -0.858, -2.257], [6.328, -0.711, -1.671], [7.034, -2.068, -1.665], [6.232, -3.075, -0.838], [4.814, -3.213, -1.379], [4.370, 0.073, -2.215], [4.992, -1.178, -3.302], [6.240, -0.338, -0.646], [6.887, 0.022, -2.252], [8.042, -1.969, -1.260], [7.126, -2.433, -2.693], [6.185, -2.738, 0.201], [6.709, -4.056, -0.856], [4.199, -3.823, -0.721], [4.832, -3.680, -2.368]]}